Model i:
Computed, not measured: a cluster of 3 separate species, C3H14N2O2S in total, with wB97M-V/def2-TZVPD.

Results
Total charge   0
SMILES   NCNCCS.O.O
HOMO   -0.304 hartree

Last column: Mulliken charge in e.
Element x y z (Å)
N  1.129  -1.797  -0.663  -0.489
C  1.009  -0.988  -1.911  -0.817
N  0.610  0.399  -1.768  -0.234
C  -0.828  0.628  -1.628  -0.468
C  -1.235  1.163  -0.147  -0.580
S  -3.026  1.077  0.211  -0.225
H  1.598  -1.323  0.061  0.236
H  0.267  -2.228  -0.441  0.232
H  0.386  -1.568  -2.559  0.476
H  1.944  -0.958  -2.410  0.329
H  1.271  0.960  -1.200  0.230
H  -1.412  -0.273  -1.891  0.406
H  -0.955  1.607  -2.326  0.234
H  -1.045  2.328  0.074  0.267
H  -0.697  0.759  0.671  0.312
H  -3.276  -0.159  0.619  0.104
O  2.627  0.834  1.505  -0.589
H  2.189  1.678  1.680  0.312
H  3.506  1.049  1.415  0.281
O  1.845  -2.176  3.017  -0.645
H  0.891  -2.187  2.984  0.307
H  2.139  -1.215  2.904  0.320



Model ii:
Computed, not measured: a cluster of 4 separate species, C3H14N2O2S in total, with wB97M-V/def2-TZVPD.

Results
Total charge   0
HOMO   -0.310 hartree

Last column: Mulliken charge in e.
Element x y z (Å)
N  1.256  -0.285  -0.137  -0.552
C  0.035  -0.472  0.489  0.443
C  -0.789  -1.574  -0.240  -1.029
S  -1.013  -1.239  -1.918  -0.045
C  0.209  -0.793  1.960  -0.765
N  0.352  0.408  2.691  -0.527
H  1.774  0.468  0.293  0.415
H  -3.010  0.691  -1.598  0.106
H  -0.611  0.438  0.464  0.444
H  -0.237  -2.486  -0.091  0.451
H  -1.726  -1.732  0.299  0.374
H  -2.541  0.907  -1.066  -0.097
H  1.010  -1.544  2.074  0.378
H  -0.720  -1.317  2.267  0.328
H  0.866  1.176  2.089  0.374
H  0.748  0.242  3.607  0.225
H  1.864  2.601  1.276  0.176
H  1.181  -0.204  -1.136  0.203
O  1.295  1.925  0.903  -0.926
H  0.548  2.052  -0.685  0.389
H  0.292  1.407  -2.067  0.263
O  -0.043  2.092  -1.490  -0.628



Which of them is the least stable? Correct choice: model ii.



Model i:
Computed, not measured: a cluster of 4 separate species, C3H14N2O2S in total, with wB97M-V/def2-TZVPD.

Results
Total charge   0
HOMO   -0.314 hartree

Last column: Mulliken charge in e.
Element x y z (Å)
C  -1.079  -0.950  -0.322  -0.058
C  -2.323  -0.549  0.515  -1.246
S  -3.155  0.775  -0.388  -0.174
N  -0.024  -1.591  0.451  -0.296
C  1.277  -1.000  0.183  -0.697
N  1.580  0.314  0.839  -0.594
H  -0.540  -0.108  -0.727  0.432
H  -1.483  -1.475  -1.230  0.134
H  -2.961  -1.402  0.504  0.464
H  -2.146  -0.425  1.612  0.313
H  -3.505  -0.944  -1.307  0.175
H  -0.107  -2.573  0.317  0.252
H  1.617  -0.911  -0.909  0.300
H  2.018  -1.716  0.609  0.418
H  1.198  0.296  1.829  0.249
H  1.089  1.009  0.412  0.401
H  -0.501  2.746  0.844  0.270
H  -1.145  1.634  0.131  0.154
O  -0.298  1.941  0.409  -0.491
H  3.663  1.858  -0.511  0.315
H  3.717  1.604  -2.007  0.285
O  3.108  1.468  -1.254  -0.606



Model ii:
Computed, not measured: a structure of composition C3H14N2O2S, with wB97M-V/def2-TZVPD.

Results
Total charge   0
HOMO   -0.324 hartree

Last column: Mulliken charge in e.
Element x y z (Å)
N  -1.264  0.543  0.319  -0.389
C  -0.824  0.364  -1.016  -0.095
C  -1.214  -1.128  -1.495  -0.731
S  -0.534  -2.195  -0.204  0.061
C  0.682  0.239  -1.214  -0.475
N  1.347  1.522  -1.343  -0.631
H  -1.455  -0.300  0.839  0.232
H  -2.378  -2.412  2.157  -0.054
H  -2.075  -3.133  2.195  0.059
H  -1.133  1.033  -1.870  0.261
H  -2.311  -1.352  -1.691  0.382
H  -0.784  -1.353  -2.495  0.425
H  1.010  -0.419  -1.996  0.386
H  1.022  -0.186  -0.265  0.299
H  2.371  1.314  -1.420  0.308
H  1.271  1.967  -0.430  0.414
H  0.553  2.405  2.246  0.184
H  -0.604  1.134  0.822  0.388
O  0.909  2.014  1.437  -0.957
H  2.277  -0.499  2.305  0.242
H  1.488  0.748  1.523  0.422
O  1.647  -0.308  1.596  -0.732



Model iii:
Computed, not measured: a cluster of 4 separate species, C3H14N2O2S in total, with wB97M-V/def2-TZVPD.

Results
Total charge   0
HOMO   -0.323 hartree

Last column: Mulliken charge in e.
Element x y z (Å)
N  -1.017  1.297  -0.789  -0.477
C  -0.946  0.008  -0.102  0.258
C  -1.151  -1.152  -1.082  -0.869
S  0.027  -1.015  -2.476  -0.068
C  -1.799  -0.008  1.288  -0.539
N  -1.122  1.083  2.074  -0.377
H  -0.114  1.870  -0.643  0.407
H  3.483  -3.182  -1.162  0.163
H  0.068  -0.115  0.280  0.097
H  -2.172  -1.291  -1.495  0.353
H  -0.934  -2.115  -0.617  0.389
H  3.106  -2.678  -1.605  -0.163
H  -2.836  0.303  1.132  0.344
H  -1.712  -1.046  1.683  0.313
H  -0.118  1.295  1.910  0.291
H  -1.336  1.014  3.047  0.229
H  1.806  2.332  1.363  0.186
H  -0.878  1.113  -1.896  0.259
O  1.256  1.518  1.190  -0.828
H  1.987  0.720  -0.046  0.397
H  1.855  -0.170  -1.374  0.259
O  2.548  0.219  -0.680  -0.625



Model iv:
Computed, not measured: a cluster of 4 separate species, C3H14N2O2S in total, with wB97M-V/def2-TZVPD.

Results
Total charge   0
HOMO   -0.315 hartree

Last column: Mulliken charge in e.
Element x y z (Å)
N  1.798  0.136  0.292  -0.440
C  0.549  0.350  -0.356  0.034
C  0.123  1.848  -0.294  -0.759
S  0.097  2.266  1.405  -0.236
C  0.524  -0.292  -1.716  -0.671
N  -0.214  -1.495  -1.595  -0.505
H  1.811  -0.881  0.648  0.365
H  -3.422  1.391  0.236  0.212
H  -0.231  -0.180  0.235  0.493
H  0.906  2.459  -0.729  0.399
H  -0.780  1.928  -0.888  0.419
H  -2.890  1.328  0.771  -0.204
H  1.582  -0.510  -1.966  0.353
H  0.138  0.342  -2.504  0.451
H  -0.224  -2.056  -2.472  0.259
H  0.179  -2.035  -0.776  0.269
H  0.829  -3.145  0.866  0.190
H  1.862  0.804  1.086  0.281
O  0.706  -2.220  0.702  -0.856
H  -0.857  -0.615  2.799  0.288
H  -1.082  0.753  2.109  0.225
O  -1.405  -0.175  2.145  -0.568



Which of them is the least stable? Correct choice: model iii.



Model i:
Computed, not measured: the molecule C2H6BClO2, with wB97M-V/def2-TZVPD.

Results
Total charge   0
SMILES   C[C@@H](Cl)B(O)O
HOMO   -0.380 hartree

Last column: Mulliken charge in e.
Element x y z (Å)
C  0.383  -1.260  -0.947  -1.022
C  0.218  -0.699  0.450  -0.082
Cl  1.952  -0.266  1.182  -0.262
B  -0.452  0.749  0.496  0.596
O  -0.321  1.398  -0.682  -0.554
O  -0.905  1.387  1.618  -0.521
H  0.530  -0.486  -1.635  0.337
H  -0.674  -1.716  -1.226  0.238
H  1.206  -2.016  -1.164  0.317
H  -0.001  -1.463  1.175  0.375
H  -1.030  2.099  -0.904  0.310
H  -0.907  2.273  1.637  0.268



Model ii:
Computed, not measured: the molecule C2H6BClO2, with wB97M-V/def2-TZVPD.

Results
Total charge   0
SMILES   C[C@@H](Cl)B(O)O
HOMO   -0.369 hartree

Last column: Mulliken charge in e.
Element x y z (Å)
C  -1.380  0.863  0.178  -1.049
C  -0.593  -0.398  0.297  -0.046
Cl  -0.881  -1.479  -1.321  -0.286
B  1.022  -0.318  0.060  0.508
O  1.323  0.470  -0.940  -0.486
O  1.722  -1.263  0.760  -0.495
H  -1.320  1.465  -0.768  0.271
H  -1.141  1.563  0.992  0.325
H  -2.463  0.680  0.569  0.313
H  -1.144  -1.019  1.072  0.367
H  2.156  0.632  -1.375  0.285
H  2.699  -1.196  0.476  0.292



Which of them is the least stable? Correct choice: model ii.



Model i:
Computed, not measured: the molecule C2H3Cl2N, with wB97M-V/def2-TZVPD.

Results
Total charge   0
SMILES   ClC1(Cl)CN1
HOMO   -0.369 hartree

Last column: Mulliken charge in e.
Element x y z (Å)
Cl  1.780  -1.135  0.416  -0.165
C  0.117  -0.632  0.298  0.537
Cl  -0.991  -1.809  1.101  -0.183
C  -0.352  0.410  -0.837  -0.468
N  -0.206  0.711  0.703  -0.506
H  0.460  0.782  -1.333  0.301
H  -1.366  0.354  -1.282  0.240
H  0.558  1.318  0.933  0.244



Model ii:
Computed, not measured: the molecule C2H3Cl2N, with wB97M-V/def2-TZVPD.

Results
Total charge   0
SMILES   [H]/N=C/C(Cl)Cl
HOMO   -0.380 hartree

Last column: Mulliken charge in e.
Element x y z (Å)
H  0.733  -2.339  0.139  0.266
N  0.015  -1.636  -0.166  -0.554
C  0.468  -0.469  -0.175  -0.085
C  -0.596  0.808  -0.127  -0.060
Cl  -0.501  1.217  1.613  -0.159
Cl  -0.088  2.198  -0.995  -0.134
H  1.439  -0.132  0.039  0.366
H  -1.469  0.354  -0.329  0.362



Model iii:
Computed, not measured: a structure of composition C2H3Cl2N, with wB97M-V/def2-TZVPD.

Results
Total charge   0
HOMO   -0.350 hartree

Last column: Mulliken charge in e.
Element x y z (Å)
C  0.450  0.081  1.334  -0.233
C  -0.359  -0.239  -1.112  -0.027
N  0.433  -0.860  0.520  -0.404
Cl  0.731  0.846  -1.794  -0.076
Cl  -1.890  0.608  -0.681  -0.135
H  1.036  -0.172  2.189  0.279
H  0.065  0.986  1.013  0.258
H  -0.465  -1.251  -1.469  0.338



Which of them is the least stable? Correct choice: model iii.